1.
{"formula": "CH9N2O", "method": "ωB97M-V/def2-TZVPD", "elements": ["O", "H", "H", "H", "N", "C", "N", "H", "H", "H", "H", "H", "H"], "coordinates": [[0.239, 0.788, -2.610], [0.961, 0.217, -2.989], [-0.660, -0.464, -0.827], [0.556, 1.671, -2.985], [-0.874, -0.759, 0.121], [-0.162, 0.278, 1.071], [0.760, -0.354, 1.906], [-0.308, -1.681, 0.204], [-1.907, -0.863, 0.254], [-1.163, 0.725, 1.456], [0.400, 0.851, 0.307], [1.540, 0.206, 2.120], [0.436, -0.843, 2.718]], "spin_multiplicity": 1, "charge": 1, "de_lowest_kcal_mol": 19.8, "e_homo_ev": -14.8609}

2.
{"formula": "CH9N2O2", "method": "ωB97M-V/def2-TZVPD", "elements": ["N", "C", "N", "H", "H", "H", "H", "H", "H", "H", "O", "H", "H", "O"], "coordinates": [[-0.780, 0.023, 0.793], [-0.986, 0.815, -0.261], [-0.982, 0.197, -1.437], [-0.342, -0.907, 0.695], [-1.017, 0.289, 1.744], [-1.060, 1.838, -0.231], [-1.142, 0.503, -2.433], [-0.885, -0.845, -1.441], [1.199, -1.924, -0.784], [0.465, -3.063, 0.123], [0.423, -2.228, -0.373], [2.137, 2.282, 0.874], [1.350, 1.638, 1.828], [1.619, 1.382, 0.904]], "spin_multiplicity": 1, "charge": 1, "de_lowest_kcal_mol": 33.3, "e_homo_ev": -15.0455}

3.
{"formula": "CH9N2Si", "method": "ωB97M-V/def2-TZVPD", "elements": ["C", "N", "N", "Si", "H", "H", "H", "H", "H", "H", "H", "H", "H"], "coordinates": [[-0.695, -1.047, -1.127], [-0.771, 0.947, 0.255], [0.232, -1.822, -0.719], [0.828, 1.283, 0.710], [-0.350, -0.118, -1.775], [-1.786, -1.297, -0.973], [-1.110, 1.477, -0.535], [0.127, -2.541, 0.090], [-1.415, 1.087, 0.992], [1.268, -1.598, -0.739], [1.238, 2.554, 0.252], [1.162, 1.081, 2.139], [1.600, 0.244, 0.037]], "spin_multiplicity": 1, "charge": 1, "de_lowest_kcal_mol": 3.3, "e_homo_ev": -14.8613}

4.
{"formula": "CH9N3", "method": "ωB97M-V/def2-TZVPD", "elements": ["N", "C", "N", "H", "H", "H", "H", "H", "H", "N", "H", "H", "H"], "coordinates": [[-1.689, 0.967, -1.107], [-1.369, -0.096, -0.140], [-1.938, -1.395, -0.488], [-1.046, 0.839, -1.892], [-2.574, 0.717, -1.530], [-0.287, -0.191, -0.094], [-1.660, 0.218, 0.873], [-1.293, -2.139, -0.271], [-2.796, -1.612, -0.005], [3.368, 0.554, 1.184], [3.417, 1.400, 0.623], [4.074, -0.056, 0.773], [3.794, 0.792, 2.073]], "spin_multiplicity": 1, "smiles": "NCN.N", "de_lowest_kcal_mol": 4.4, "e_homo_ev": -9.3359}

Short version: LUMO level = -0.126, -0.128, -0.168, 0.039 hartree, in the order given.
Short version: E = -227.98390, -303.24145, -442.19972, -207.74612 Ha, in the order given.
Short version: frontier orbital gap = 11.44, 11.56, 10.29, 10.39 eV, in the order given.